--- A ---
ORCA calculation (ωB97M-V/def2-TZVPD) on C19H25N3O4 in the gas phase.

Computed properties:
SMILES ... COc1ccccc1CCc1nnc(CCC(=O)NC[C@@H]2CCCO2)o1
LUMO level ... 0.0246 Eh
E_HOMO ... -8.313 eV
Total charge ... 0

CARTESIAN COORDINATES (ANGSTROEM)
C  0.541  0.659  -2.217
O  0.848  0.010  -1.000
C  2.128  -0.430  -0.808
C  3.122  -0.364  -1.777
C  4.389  -0.858  -1.517
C  4.680  -1.425  -0.292
C  3.693  -1.483  0.677
C  2.419  -0.995  0.442
C  1.395  -1.015  1.541
C  1.435  0.305  2.338
C  1.050  1.445  1.480
N  1.827  2.246  0.832
N  1.035  3.113  0.162
C  -0.188  2.804  0.439
C  -1.415  3.499  -0.025
C  -2.679  2.710  0.314
C  -2.776  1.478  -0.577
O  -2.616  1.542  -1.781
N  -3.114  0.337  0.057
C  -3.179  -0.928  -0.636
C  -1.936  -1.779  -0.335
C  -1.988  -3.158  -1.005
C  -2.533  -4.050  0.109
C  -1.914  -3.397  1.342
O  -1.867  -2.008  1.074
O  -0.256  1.748  1.283
H  -0.511  0.934  -2.161
H  1.145  1.562  -2.342
H  0.689  -0.010  -3.071
H  2.923  0.080  -2.739
H  5.148  -0.793  -2.282
H  5.666  -1.813  -0.088
H  3.915  -1.916  1.642
H  0.392  -1.151  1.139
H  1.611  -1.834  2.230
H  2.446  0.482  2.706
H  0.739  0.241  3.177
H  -1.445  4.490  0.435
H  -1.348  3.635  -1.107
H  -3.551  3.332  0.101
H  -2.694  2.435  1.368
H  -3.038  0.275  1.060
H  -4.081  -1.459  -0.319
H  -3.232  -0.709  -1.705
H  -1.050  -1.210  -0.636
H  -0.983  -3.475  -1.283
H  -2.616  -3.153  -1.893
H  -3.621  -3.988  0.152
H  -2.242  -5.092  0.004
H  -0.893  -3.772  1.504
H  -2.494  -3.547  2.256

=====

--- B ---
ORCA calculation (ωB97M-V/def2-TZVPD) on C19H25N3O4 in the gas phase.

Computed properties:
SMILES ... CCOC(=O)CCNC(=O)CCc1nnc(CCCc2ccccc2)o1
LUMO level ... 0.0275 Eh
E_HOMO ... -9.112 eV
Total charge ... 0

CARTESIAN COORDINATES (ANGSTROEM)
C  -3.530  -0.290  -2.121
C  -2.591  -0.363  -0.931
O  -2.596  0.914  -0.280
C  -1.607  1.191  0.559
O  -0.723  0.423  0.851
C  -1.734  2.598  1.102
C  -1.769  3.632  -0.035
N  -0.572  3.583  -0.838
C  0.527  4.287  -0.493
O  0.540  5.135  0.376
C  1.765  3.935  -1.312
C  2.477  2.718  -0.714
C  1.814  1.433  -1.040
N  0.735  1.227  -1.723
N  0.545  -0.113  -1.777
C  1.516  -0.660  -1.125
C  1.782  -2.107  -0.951
C  2.528  -2.408  0.350
C  1.634  -2.220  1.582
C  0.556  -3.265  1.632
C  0.858  -4.579  1.969
C  -0.129  -5.548  1.980
C  -1.432  -5.216  1.651
C  -1.744  -3.908  1.320
C  -0.755  -2.940  1.311
O  2.367  0.271  -0.637
H  -4.530  -0.015  -1.798
H  -3.566  -1.259  -2.611
H  -3.173  0.451  -2.831
H  -1.568  -0.594  -1.250
H  -2.925  -1.120  -0.213
H  -0.887  2.797  1.760
H  -2.659  2.667  1.676
H  -2.633  3.448  -0.677
H  -1.831  4.634  0.395
H  -0.437  2.773  -1.437
H  2.440  4.791  -1.272
H  1.490  3.735  -2.347
H  3.504  2.664  -1.088
H  2.535  2.817  0.374
H  0.828  -2.636  -0.984
H  2.380  -2.441  -1.805
H  2.882  -3.440  0.316
H  3.398  -1.753  0.425
H  1.179  -1.229  1.557
H  2.256  -2.292  2.478
H  1.873  -4.844  2.232
H  0.118  -6.566  2.247
H  -2.203  -5.973  1.659
H  -2.761  -3.644  1.069
H  -0.990  -1.916  1.065

=====

Which structure wins on stability? B wins.

=====

--- A ---
ORCA calculation (ωB97M-V/def2-TZVPD) on C2HF2N in the gas phase.

Computed properties:
SMILES ... N#CC(F)F
LUMO level ... 0.0006 Eh
E_HOMO ... -12.533 eV
Total charge ... 0

CARTESIAN COORDINATES (ANGSTROEM)
N  -2.175  -0.036  -0.314
C  -0.992  -0.021  -0.270
C  0.354  0.094  0.084
F  1.374  -0.810  -0.399
F  0.947  1.111  -0.324
H  0.492  -0.337  1.223

=====

--- B ---
ORCA calculation (ωB97M-V/def2-TZVPD) on C2HF2N in the gas phase.

Computed properties:
SMILES ... N#CC(F)F
LUMO level ... 0.0199 Eh
E_HOMO ... -12.577 eV
Total charge ... 0

CARTESIAN COORDINATES (ANGSTROEM)
N  -1.605  1.953  -1.185
C  -0.717  1.297  -0.922
C  0.409  0.597  -0.467
F  1.185  -0.011  -1.428
F  1.223  1.276  0.356
H  -0.122  -0.423  -0.052

=====

Which structure wins on stability? B wins.

=====

--- A ---
ORCA calculation (ωB97M-V/def2-TZVPD) on C4H4FNOS in the gas phase.

Computed properties:
SMILES ... ON1CC(F)=CC1=S
LUMO level ... -0.0178 Eh
E_HOMO ... -9.149 eV
Total charge ... 0

CARTESIAN COORDINATES (ANGSTROEM)
O  1.308  1.628  -0.236
N  0.576  0.621  0.418
C  -0.814  0.956  0.013
C  -1.272  -0.574  -0.146
F  -2.627  -0.971  -0.039
C  -0.289  -1.400  -0.003
C  0.892  -0.621  0.049
S  2.458  -1.220  -0.023
H  2.140  1.150  0.059
H  -1.432  1.335  0.897
H  -0.527  1.626  -0.877
H  -0.412  -2.530  -0.112

=====

--- B ---
ORCA calculation (ωB97M-V/def2-TZVPD) on C4H4FNOS in the gas phase.

Computed properties:
SMILES ... FCc1coc(=S)[nH]1
LUMO level ... 0.0151 Eh
E_HOMO ... -8.281 eV
Total charge ... 0

CARTESIAN COORDINATES (ANGSTROEM)
F  -0.145  2.408  0.956
C  0.756  1.682  0.181
C  0.074  0.329  -0.010
C  0.192  -0.470  -1.087
O  -0.587  -1.562  -1.083
C  -0.783  -1.845  0.260
S  -1.533  -3.267  0.584
N  -0.352  -0.642  0.820
H  1.782  1.830  0.685
H  0.954  2.162  -0.885
H  0.508  -0.334  -2.191
H  -0.868  -0.291  1.769

=====

Which structure wins on stability? B wins.

=====

--- A ---
ORCA calculation (ωB97M-V/def2-TZVPD) on 8 unconnected molecules or ions with the total composition C29H50N2O18.

Computed properties:
SMILES ... C[C@H]1COC(=O)O1.C[C@H]1COC(=O)O1.C[C@H]1COC(=O)O1.COC(=O)OC.COC(=O)OC.COC(=O)OC.CCCC#N.CCCC#N
LUMO level ... 0.0092 Eh
E_HOMO ... -10.184 eV
Total charge ... 0

CARTESIAN COORDINATES (ANGSTROEM)
C  -2.781  -2.163  1.549
C  -1.351  -2.622  2.140
C  -0.180  -2.598  1.040
O  0.740  -1.755  1.634
C  0.164  -1.097  2.739
O  0.728  -0.161  3.240
O  -0.955  -1.655  3.071
H  -3.555  -2.143  2.291
H  -3.065  -2.938  0.759
H  -2.806  -1.185  1.165
H  -1.354  -3.583  2.675
H  -0.536  -2.025  0.181
H  0.252  -3.489  0.673
C  -3.928  2.782  4.979
C  -3.183  2.517  3.681
C  -3.309  1.029  3.365
O  -3.928  0.923  2.114
C  -4.278  2.168  1.648
O  -4.977  2.300  0.654
O  -3.856  3.036  2.540
H  -3.602  3.731  5.435
H  -3.616  2.038  5.722
H  -5.035  2.841  5.005
H  -2.135  2.722  3.870
H  -3.804  0.411  4.188
H  -2.292  0.643  3.344
C  5.545  1.114  0.811
C  4.771  -0.044  0.164
C  3.468  -0.272  0.851
O  2.551  0.269  -0.069
C  3.097  0.696  -1.151
O  2.500  1.288  -2.068
O  4.289  0.428  -1.115
H  6.501  1.336  0.315
H  5.885  0.899  1.868
H  5.060  2.085  0.775
H  5.326  -0.959  -0.065
H  3.401  -0.032  1.909
H  3.345  -1.342  0.764
C  -6.333  -2.847  -1.881
O  -6.058  -1.708  -2.677
C  -4.946  -1.016  -2.684
O  -3.964  -1.156  -1.701
O  -4.832  0.021  -3.571
C  -3.630  0.637  -3.845
H  -7.372  -2.935  -1.931
H  -5.962  -2.615  -0.822
H  -5.877  -3.792  -2.063
H  -3.886  1.459  -4.497
H  -2.778  -0.006  -4.081
H  -3.371  1.278  -2.957
C  -3.151  -3.723  -3.413
O  -1.926  -3.182  -3.798
C  -0.913  -3.285  -2.907
O  -1.070  -3.948  -1.712
O  0.134  -2.538  -3.240
C  1.151  -2.492  -2.257
H  -3.968  -3.148  -3.804
H  -3.445  -3.844  -2.329
H  -3.270  -4.775  -3.825
H  1.067  -1.877  -1.288
H  2.082  -2.235  -2.665
H  1.311  -3.492  -1.842
C  6.614  0.200  5.550
O  5.935  0.825  4.456
C  4.815  1.529  4.630
O  4.080  1.423  5.826
O  4.383  2.179  3.529
C  3.253  2.931  3.554
H  7.184  -0.577  5.063
H  5.948  -0.132  6.399
H  7.320  0.846  6.046
H  3.474  3.774  4.203
H  2.238  2.535  3.727
H  3.245  3.378  2.652
C  3.394  -0.445  -5.370
C  1.941  -0.329  -5.882
C  0.817  0.109  -4.840
C  0.480  1.512  -4.836
N  0.221  2.631  -4.872
H  3.606  0.548  -5.030
H  4.175  -0.727  -6.060
H  3.403  -1.169  -4.536
H  1.534  -1.295  -6.070
H  1.733  0.462  -6.622
H  0.916  -0.241  -3.795
H  -0.120  -0.348  -5.235
C  -0.617  1.225  -1.313
C  -0.847  1.943  0.119
C  0.439  2.807  0.581
C  0.341  3.451  1.885
N  0.262  3.943  2.941
H  0.280  0.615  -1.198
H  -0.438  2.093  -2.015
H  -1.462  0.715  -1.649
H  -1.193  1.163  0.778
H  -1.607  2.667  -0.078
H  0.805  3.578  -0.154
H  1.357  2.208  0.710

=====

--- B ---
ORCA calculation (ωB97M-V/def2-TZVPD) on 8 unconnected molecules or ions with the total composition C29H50N2O18.

Computed properties:
SMILES ... C[C@H]1COC(=O)O1.C[C@H]1COC(=O)O1.C[C@H]1COC(=O)O1.COC(=O)OC.COC(=O)OC.COC(=O)OC.CCCC#N.CCCC#N
LUMO level ... 0.0020 Eh
E_HOMO ... -9.806 eV
Total charge ... 0

CARTESIAN COORDINATES (ANGSTROEM)
C  -4.638  -0.695  0.537
C  -3.728  0.504  0.587
C  -2.648  0.534  -0.518
O  -3.063  1.543  -1.316
C  -4.136  2.086  -0.881
O  -4.590  3.017  -1.577
O  -4.630  1.540  0.190
H  -4.976  -0.996  -0.440
H  -5.511  -0.618  1.182
H  -4.110  -1.629  0.786
H  -3.524  0.649  1.646
H  -2.462  -0.379  -0.966
H  -1.722  0.813  -0.022
C  0.267  -0.473  -2.270
C  1.042  -0.392  -0.872
C  1.438  -1.778  -0.478
O  2.786  -1.671  -0.734
C  3.218  -0.410  -0.740
O  4.403  -0.099  -0.744
O  2.208  0.422  -0.868
H  -0.445  -1.315  -2.242
H  0.982  -0.517  -3.140
H  -0.448  0.391  -2.451
H  0.400  0.130  -0.151
H  0.938  -2.573  -1.072
H  1.402  -1.913  0.566
C  3.265  3.828  -0.979
C  1.802  4.121  -1.331
C  1.201  3.312  -2.549
O  -0.162  3.362  -2.144
C  -0.218  3.422  -0.826
O  -1.189  3.185  -0.143
O  0.865  3.739  -0.405
H  3.918  3.909  -1.875
H  3.420  2.789  -0.717
H  3.668  4.347  -0.101
H  1.736  5.203  -1.490
H  1.441  2.216  -2.482
H  1.394  3.617  -3.567
C  0.828  -4.813  5.438
O  1.973  -4.398  4.742
C  2.076  -4.214  3.393
O  1.006  -4.248  2.464
O  3.369  -4.016  3.121
C  3.772  -3.630  1.821
H  0.092  -4.003  5.322
H  0.881  -4.964  6.474
H  0.347  -5.643  5.068
H  4.715  -3.927  1.533
H  3.455  -2.694  1.478
H  3.073  -4.257  1.209
C  5.520  0.848  2.661
O  6.779  1.452  2.664
C  6.750  2.793  2.274
O  5.568  3.504  1.833
O  7.899  3.365  2.456
C  8.108  4.695  2.002
H  5.686  -0.235  2.939
H  4.880  0.923  1.777
H  4.884  1.232  3.483
H  8.498  4.643  1.024
H  8.812  5.165  2.731
H  7.184  5.287  1.975
C  -1.879  -3.860  -0.118
O  -1.694  -3.172  -1.351
C  -2.793  -2.842  -1.911
O  -4.031  -3.183  -1.503
O  -2.651  -1.987  -2.864
C  -3.684  -1.650  -3.805
H  -2.484  -4.771  -0.349
H  -2.326  -3.351  0.729
H  -0.863  -3.978  0.219
H  -4.108  -2.699  -3.993
H  -3.325  -1.184  -4.705
H  -4.436  -1.005  -3.377
C  -3.345  -1.550  4.367
C  -1.924  -1.824  4.642
C  -1.122  -2.396  3.496
C  -1.135  -1.479  2.331
N  -1.157  -0.732  1.529
H  -3.577  -0.557  4.858
H  -3.968  -2.436  4.652
H  -3.619  -1.471  3.299
H  -1.769  -2.600  5.403
H  -1.515  -0.965  5.048
H  -1.153  -3.387  3.203
H  -0.057  -2.120  3.687
C  -4.485  1.701  -4.866
C  -3.176  2.199  -5.476
C  -2.262  2.781  -4.387
C  -1.117  3.478  -4.937
N  -0.274  4.074  -5.419
H  -5.100  2.544  -4.520
H  -4.388  1.109  -3.910
H  -5.216  1.263  -5.430
H  -3.557  2.953  -6.125
H  -2.727  1.417  -6.121
H  -1.980  2.026  -3.652
H  -2.853  3.566  -3.930

=====

Which structure wins on stability? A wins.